Entry from the Open Molecules 2025 dataset: a 10-piece molecular cluster, C21H61NO10S9 overall (ωB97M-V with the def2-TZVPD basis set).

Last column: Mulliken charge in e.
Cartesian coordinates (Å):
C 1.49 2.96 3.63  -0.633
S 0.41 1.87 4.53  0.820
O 0.78 1.91 5.98  -0.774
C -0.97 2.90 4.24  -0.894
H 1.75 3.84 4.18  0.546
H 1.06 3.07 2.63  -0.170
H 2.45 2.37 3.61  0.260
H -1.86 2.51 4.65  0.452
H -1.16 2.86 3.14  0.084
H -0.84 3.92 4.65  0.359
C 2.76 -1.41 4.09  -1.151
S 1.90 -1.49 2.58  1.110
O 2.88 -1.02 1.53  -0.747
C 1.71 -3.35 2.53  -0.686
H 3.56 -2.19 4.20  0.324
H 2.07 -1.53 4.95  0.302
H 3.22 -0.43 4.11  0.356
H 1.13 -3.63 3.43  0.324
H 2.75 -3.68 2.61  0.486
H 1.12 -3.45 1.60  -0.131
C -2.06 -3.98 5.52  -0.610
S -1.17 -2.47 5.70  0.316
O 0.19 -2.88 5.12  -0.592
C -2.04 -1.60 4.42  0.125
H -2.29 -4.08 4.47  -0.059
H -2.93 -4.15 6.15  0.394
H -1.42 -4.76 5.85  0.358
H -3.06 -1.42 4.79  0.495
H -2.01 -2.15 3.54  -0.209
H -1.59 -0.61 4.36  -0.204
C -2.96 -6.33 1.79  -1.053
S -2.59 -4.76 0.99  0.352
O -2.00 -4.06 2.18  -0.505
C -1.29 -5.35 -0.14  -0.349
H -3.16 -7.21 1.23  0.435
H -3.82 -6.04 2.44  0.307
H -2.07 -6.59 2.34  0.312
H -0.53 -5.93 0.43  0.362
H -0.74 -4.57 -0.61  -0.362
H -1.79 -5.90 -0.92  0.446
C -0.21 6.72 -0.17  -0.620
S -1.84 6.47 0.45  0.404
O -2.83 6.83 -0.64  -0.649
C -1.70 4.68 0.39  0.295
H 0.02 7.75 -0.33  0.466
H -0.11 6.14 -1.11  -0.001
H 0.44 6.30 0.59  0.263
H -1.10 4.36 -0.49  -0.404
H -2.69 4.21 0.35  0.386
H -1.12 4.33 1.22  -0.090
C 1.29 -4.31 -4.70  -0.899
S 1.01 -4.63 -2.98  0.480
O -0.38 -4.21 -2.67  -0.562
C 2.12 -3.33 -2.34  -0.358
H 1.11 -3.33 -4.96  0.115
H 0.60 -5.00 -5.26  0.322
H 2.30 -4.62 -4.80  0.477
H 1.60 -2.38 -2.53  -0.160
H 3.09 -3.26 -2.91  0.485
H 2.30 -3.48 -1.27  0.176
C -0.87 4.70 -4.09  -1.319
S 0.06 3.75 -2.96  0.810
O -0.97 2.85 -2.31  -0.603
C 0.72 2.72 -4.28  -1.293
H -1.24 5.52 -3.47  0.339
H -1.68 4.06 -4.40  0.368
H -0.26 5.06 -4.90  0.425
H 1.23 3.27 -5.03  0.621
H -0.21 2.22 -4.64  0.244
H 1.44 2.03 -3.87  0.268
C 2.53 2.92 0.23  -0.162
S 3.93 2.79 -0.92  0.341
O 3.62 1.74 -1.95  -0.528
C 3.50 4.47 -1.60  -0.433
H 2.27 1.94 0.63  -0.103
H 1.59 3.30 -0.23  -0.081
H 2.81 3.57 1.09  0.561
H 2.63 4.32 -2.20  -0.214
H 4.26 4.73 -2.37  0.405
H 3.34 5.25 -0.86  0.330
C -1.90 -1.66 -6.06  -1.021
S -1.01 -0.46 -4.93  0.362
O 0.12 -1.19 -4.28  -0.549
C -2.24 0.00 -3.61  -0.517
H -2.63 -1.09 -6.63  0.384
H -2.36 -2.48 -5.52  0.282
H -1.11 -2.13 -6.67  0.339
H -2.85 -0.81 -3.19  0.413
H -2.89 0.75 -4.06  0.418
H -1.67 0.51 -2.86  -0.171
C -0.85 0.37 1.00  -0.279
O -0.80 1.53 1.34  -0.423
N -0.33 -0.12 -0.14  0.690
C -0.21 -1.62 -0.29  0.102
C 0.66 0.60 -0.94  0.670
H -1.51 -0.35 1.53  0.174
H -0.53 -1.77 -1.36  0.131
H -1.00 -2.01 0.34  -0.070
H 0.93 -1.94 -0.16  -0.336
H 0.55 0.31 -2.03  -0.381
H 0.52 1.64 -0.95  -1.122
H 1.67 0.32 -0.74  0.605

For the max |F|, the calculation gives 2.9 eV/A. The calculation puts the frontier orbital gap at 8.5 eV. As for the HOMO energy: -8.229 eV.